C28H18CuF5IN3O3S | wB97M-V/def2-TZVPD

As for the net charge: -1. As for the spin multiplicity: 2. The calculation puts the energy at -4303.5926 Ha. As for the LUMO energy (spin up / spin down): 2.50 / 2.49 eV. The orbital gap (spin up / spin down) is 6.86 / 7.38 eV. For the HOMO energy (spin up / spin down), the calculation gives -4.4 / -4.9 eV.

XYZ file:
```
60
C28H18CuF5IN3O3S | the OMol25 dataset | wB97M-V/def2-TZVPD
I 3.0377 0.6234 0.9718
Cu 0.7599 -0.1708 -0.5919
S -1.0666 1.9145 1.4496
F 2.8876 0.2119 -2.5193
F 3.3723 -2.1645 -3.5055
F 3.4232 -2.2375 -1.3472
F 1.0935 -0.6664 -3.4421
F 1.7458 -3.0860 -2.4328
O -2.0072 2.4843 0.5198
O -1.3629 -1.7054 2.0256
O 0.1441 2.6445 1.7106
N 0.3518 -2.1955 -0.0783
N -0.7742 0.3373 1.1168
N -1.7435 -0.9555 -1.4194
C -2.5068 -3.1263 -2.1405
C 3.7801 3.4107 0.2970
C 2.7173 4.9502 -1.2008
C 1.7495 3.9710 -1.5344
C -3.0672 2.0312 5.0062
C 1.2826 -4.1640 0.9163
C -0.1999 3.3241 -2.7883
C 0.7246 4.2707 -2.4636
C -0.5932 -4.3689 -0.5659
C -1.5151 -5.1516 -1.2986
C -1.3289 -0.4839 2.0572
C -1.9796 0.2805 3.1820
C 0.8095 1.6991 -1.2715
C 3.7115 4.6823 -0.3089
C 1.7919 2.6772 -0.9406
C 1.8740 -0.7062 -2.2983
C -1.6508 -2.3290 -1.4090
C -1.9093 1.6370 2.9834
C -2.4312 -4.5275 -2.0968
C -0.1420 2.0452 -2.1955
C -2.4431 2.5452 3.8770
C 1.2427 -2.7768 0.6818
C 2.6031 -2.0499 -2.4016
C 2.8512 2.4629 -0.0169
C -3.1482 0.6548 5.2165
C -2.6054 -0.2378 4.3027
C 0.3848 -4.9554 0.2696
C -0.6115 -2.9631 -0.6617
H 0.4024 -6.0337 0.3779
H -0.9833 3.5493 -3.5033
H -3.2762 -2.6492 -2.7367
H 0.6963 5.2605 -2.9060
H -1.5928 -0.4795 -0.5305
H 4.4482 5.4345 -0.0549
H 2.6477 5.9240 -1.6733
H 1.9980 -2.1380 1.1207
H -3.6423 0.2827 6.1055
H -2.6576 -1.3097 4.4415
H 4.5619 3.1950 1.0124
H -2.3742 3.6107 3.7026
H -3.4976 2.7074 5.7344
H -1.4683 -6.2305 -1.2216
H -0.8839 1.3122 -2.4941
H -2.5414 -0.5910 -1.9146
H 2.0419 -4.5708 1.5693
H -3.1308 -5.1097 -2.6838
```

C28H19CdF3N4O9S | wB97M-V/def2-TZVPD

As for the net charge: -2. Its relative energy (zero: lowest compared OMol25 entry of this formula, charge and spin) is 0.233 eV. As for the spin multiplicity: 1. The calculation puts the energy at -2840.1092 Ha. As for the LUMO energy: 4.11 eV. The orbital gap is 6.63 eV. For the HOMO energy, the calculation gives -2.5 eV.

XYZ file:
```
65
C28H19CdF3N4O9S | the OMol25 dataset | wB97M-V/def2-TZVPD
Cd -1.3828 -0.4376 -0.8259
S -3.8164 -1.1866 -0.6030
F -6.8252 -0.2004 -1.3599
F -6.4867 -2.2291 -2.0255
F -7.4485 -0.8107 -3.3321
O -0.4457 -2.9605 -0.6359
O 3.6174 -4.7337 -5.0084
O -1.6560 -6.3023 -2.1018
O 2.0526 -6.1782 -5.3187
O -2.4889 -4.3184 -1.9968
O -0.3088 3.4334 0.6493
O -1.5144 1.8580 -0.3670
O 3.3253 -1.3901 -1.7639
O 1.1289 0.6627 -1.8259
N 1.5738 2.5607 2.2338
N -2.7776 -0.2179 -2.7913
N 2.5170 -5.2002 -4.7370
N -1.5585 -5.0779 -2.1473
C 1.8945 2.5794 6.3953
C 2.2297 -3.4758 -3.0175
C -3.9385 -0.6188 -2.2192
C -2.7434 0.2706 -4.0204
C 1.6547 5.0677 6.4635
C 0.7286 0.1126 -0.5376
C 1.8089 1.3352 4.3366
C 1.4159 5.0059 3.4929
C 1.7192 3.7719 5.6921
C 1.5803 1.4258 1.3993
C -5.1282 -0.5293 -2.9830
C 2.8555 -0.5400 0.7205
C 0.2145 -3.3816 -1.5975
C 1.6646 2.5239 3.6092
C -5.0767 -0.0279 -4.2699
C -0.2375 -4.5148 -2.3979
C 1.5246 -2.8747 -1.9988
C 2.7644 0.5638 1.4551
C 0.6468 1.2471 0.4396
C 1.6915 -1.0243 -0.1022
C -3.8709 0.3888 -4.8142
C 2.2377 -1.7351 -1.3335
C -6.4500 -0.9472 -2.4157
C -0.4795 2.2631 0.2264
C 1.7423 -4.5882 -3.6999
C 0.4959 -5.1181 -3.3746
C 1.9324 1.3738 5.7141
C 1.6055 3.7539 4.3046
H 1.7984 0.3872 3.8184
H 1.4628 5.9053 4.1033
H 1.9821 2.6027 7.4758
H 0.9610 3.2712 1.8114
H -3.8075 0.7890 -5.8157
H 0.7067 5.5864 6.3034
H 3.7816 -1.1021 0.6911
H 1.7553 4.8764 7.5323
H 1.9808 1.1050 -1.7031
H 0.1107 -5.9834 -3.8922
H 2.0414 0.4453 6.2630
H 3.5961 0.9019 2.0631
H -1.7641 0.5757 -4.3716
H 3.1957 -3.0681 -3.2775
H 0.4547 4.9996 2.9701
H 2.4519 5.7554 6.1704
H 1.1112 -1.7431 0.4817
H 2.1807 5.0742 2.7144
H -5.9876 0.0426 -4.8481
```

C28H20BCl4O3 | wB97M-V/def2-TZVPD

As for the net charge: -1. Its relative energy (zero: lowest compared OMol25 entry of this formula, charge and spin) is 0.000 eV. As for the spin multiplicity: 1. The calculation puts the energy at -3170.5654 Ha. As for the LUMO energy: 1.84 eV. The orbital gap is 7.93 eV. For the HOMO energy, the calculation gives -6.1 eV.

XYZ file:
```
56
C28H20BCl4O3 | the OMol25 dataset | wB97M-V/def2-TZVPD
Cl 1.6456 2.1999 1.8296
Cl 1.1080 -0.6184 0.7399
Cl -4.3545 0.1273 0.1808
Cl 3.7575 0.0885 2.0996
O 1.4637 0.0287 3.4222
O 2.6629 0.9059 5.8885
O -0.2858 -2.2606 6.2566
C 0.5382 -0.1599 5.4491
C 4.3399 -1.1910 5.8071
C -0.0742 -0.6651 7.9969
C 0.3617 -0.5504 4.0192
C 2.0809 -0.1508 5.6405
C -0.9490 -0.1963 3.2188
C -0.8155 -1.5329 8.8200
C 2.9739 -1.3585 5.5084
C -0.1660 1.1830 5.6768
C -1.2305 -1.1152 10.0840
C -1.6625 3.4865 6.2295
C 5.2698 -2.1955 5.5336
C -2.3243 1.1323 1.6901
C -3.0827 0.0273 1.3344
C -1.5527 1.0959 5.8820
C 4.8640 -3.3982 4.9391
C -2.2981 2.2442 6.1783
C 0.4314 2.4390 5.5618
C -2.7999 -1.1880 1.9648
C -1.7480 -1.3044 2.8815
C 2.5575 -2.6352 5.1168
C 0.5103 0.4755 8.5861
C -1.2615 1.0147 2.5899
C -0.3113 3.5911 5.8930
C 0.0471 -1.1139 6.5703
C 3.5009 -3.5944 4.7131
C 0.1290 0.8670 9.8747
C -0.7984 0.1157 10.6046
B 1.9222 0.3283 2.1047
H 0.5115 1.7903 10.3218
H 6.3243 -2.0464 5.7755
H -2.0290 0.1104 5.8146
H -1.1584 0.4460 11.5887
H 3.1526 -4.4994 4.2282
H -3.3626 2.1289 6.3716
H 0.1856 4.5626 5.8783
H 1.4733 2.5254 5.2380
H 1.2647 1.0578 8.0524
H 0.4128 -1.6461 3.9168
H -1.4759 -2.2923 3.2733
H -2.2309 4.3632 6.5576
H -3.3855 -2.0581 1.7199
H 5.5955 -4.1721 4.6857
H -2.5544 2.0823 1.2254
H -1.1135 -2.5071 8.4353
H 1.5045 -2.8698 5.1020
H 4.6895 -0.2319 6.1830
H -1.9088 -1.7485 10.6543
H -0.5952 1.8706 2.6384
```

C28H20ClN2O2ReS | wB97M-V/def2-TZVPD

As for the net charge: +3. As for the spin multiplicity: 2. The calculation puts the energy at -2274.6163 Ha. As for the LUMO energy (spin up / spin down): -11.76 / -10.97 eV. The orbital gap (spin up / spin down) is 5.32 / 6.31 eV. For the HOMO energy (spin up / spin down), the calculation gives -17.1 / -17.3 eV.

XYZ file:
```
55
C28H20ClN2O2ReS | the OMol25 dataset | wB97M-V/def2-TZVPD
Re 0.8212 -0.0375 0.2867
Cl 1.3476 -4.6779 5.6199
S 0.5787 -2.4297 -1.7062
O 0.7850 -1.9914 -0.2177
O 2.1072 -0.5840 1.5721
N 0.2442 1.9373 0.3540
N -0.5099 -0.0257 1.7815
C 1.8852 -1.5044 2.4993
C 3.1971 0.4033 -4.0865
C -3.2683 -1.5429 -2.4773
C 2.3581 -0.5019 -4.7295
C 0.1351 4.1983 -0.4241
C -2.1563 0.4722 -1.7192
C -0.9803 2.1142 0.9663
C 0.7798 2.9791 -0.3126
C -1.4459 1.0550 1.7397
C 2.9913 -2.2038 2.9996
C 2.4430 -0.4049 -1.9491
C 3.2301 0.4639 -2.7032
C 0.5857 -1.7548 3.0514
C 2.8140 -3.1741 3.9435
C 1.6111 -1.3057 -2.6087
C -3.4141 2.3341 2.2667
C -2.9607 3.3878 1.5180
C -2.0739 -2.2648 -2.3773
C -0.9445 -1.5913 -1.9651
C -2.6467 1.1587 2.3967
C 1.5225 -3.4574 4.4637
C -0.9656 -0.2273 -1.6453
C -1.1192 4.3574 0.1342
C -3.3072 -0.1961 -2.1479
C -1.7086 3.3032 0.8578
C -0.4848 -0.8946 2.7768
C 0.4406 -2.7297 4.0531
C 1.5547 -1.3602 -3.9917
H -1.6489 5.2984 0.0304
H -3.5476 4.2946 1.4309
H 0.6217 5.0059 -0.9527
H 0.8944 -2.0599 -4.4947
H -4.3649 2.4023 2.7785
H 3.8394 1.0518 -4.6679
H -2.1896 1.5311 -1.4908
H 3.9707 -1.9665 2.6048
H -2.0420 -3.3231 -2.6102
H 2.6516 -0.4451 -0.8690
H -3.0251 0.3496 3.0109
H 1.7522 2.8211 -0.7604
H -1.2973 -0.8738 3.4975
H 3.6630 -3.7363 4.3118
H -0.5285 -2.9121 4.5003
H 2.3318 -0.5447 -5.8110
H 3.9014 1.1528 -2.2053
H -4.1675 -2.0446 -2.8105
H -4.2372 0.3509 -2.2362
H -0.0236 0.3431 -1.4760
```

C28H20N7SSn | wB97M-V/def2-TZVPD

As for the net charge: +3. Its relative energy (zero: lowest compared OMol25 entry of this formula, charge and spin) is 0.000 eV. As for the spin multiplicity: 1. The calculation puts the energy at -2073.8743 Ha. As for the LUMO energy: -10.80 eV. The orbital gap is 5.34 eV. For the HOMO energy, the calculation gives -16.1 eV.

XYZ file:
```
57
C28H20N7SSn | the OMol25 dataset | wB97M-V/def2-TZVPD
Sn 0.0658 0.1422 0.3217
S 0.5607 0.6499 2.5574
N 0.4827 -1.9572 0.1792
N 4.7941 -0.4050 -1.0695
N -4.0577 -2.3256 1.5210
N -1.8685 -0.8854 0.7232
N -0.4451 2.1205 -0.0279
N 1.8751 -8.7583 -0.0883
N 2.1702 -0.0108 -0.3871
C -0.9077 1.6063 -2.3474
C -0.2062 4.5748 3.3337
C -1.1300 4.7484 -0.2459
C -0.4957 -2.8345 0.4591
C -3.0192 -0.2648 0.9946
C 1.3255 -6.0778 0.0095
C -0.3492 2.9013 1.1151
C -4.1232 -1.0084 1.3975
C -0.2518 -4.1864 0.4053
C 2.6636 -1.2560 -0.4571
C 0.7253 -8.3178 -0.5834
C 2.7664 -7.9376 0.4526
C 1.0317 -4.6440 0.0669
C 0.1454 3.2124 3.4260
C -0.8553 2.5883 -1.2203
C 2.0266 -3.6950 -0.2176
C -0.6262 5.1043 2.1482
C 2.9568 1.0316 -0.6661
C 4.0004 -1.4318 -0.7936
C -1.7919 -2.2209 0.8190
C 1.7195 -2.3557 -0.1630
C 4.2879 0.8176 -1.0074
C 0.0851 2.3674 2.3428
C 2.5295 -6.5669 0.5103
C -1.2035 3.9245 -1.3502
C -0.7071 4.2682 1.0079
C -2.9095 -2.9296 1.2434
C 0.4036 -6.9643 -0.5414
H 3.2630 -5.9213 0.9805
H -2.8861 -4.0053 1.3628
H -1.0272 -4.9002 0.6426
H -1.6233 0.8019 -2.1314
H 0.4760 2.8204 4.3806
H -1.5287 4.2994 -2.3101
H -0.8976 6.1482 2.0596
H -5.0668 -0.5260 1.6215
H 4.9443 1.6487 -1.2345
H 0.0848 1.1793 -2.5408
H -0.1377 5.1961 4.2162
H -1.2333 2.0686 -3.2768
H 4.4452 -2.4170 -0.8511
H 2.5328 2.0252 -0.5923
H 0.0577 -9.0481 -1.0220
H -1.4040 5.7934 -0.3362
H 3.6732 -8.3754 0.8494
H 3.0140 -4.0272 -0.5036
H -0.5326 -6.6281 -0.9734
H -3.0495 0.8144 0.9141
```

C28H21Cl3N5O2Sc | wB97M-V/def2-TZVPD

As for the net charge: +2. As for the spin multiplicity: 1. The calculation puts the energy at -3644.6791 Ha. As for the LUMO energy (spin up / spin down): -6.97 / -6.97 eV. The orbital gap (spin up / spin down) is 5.84 / 5.84 eV. For the HOMO energy (spin up / spin down), the calculation gives -12.8 / -12.8 eV.

XYZ file:
```
60
C28H21Cl3N5O2Sc | the OMol25 dataset | wB97M-V/def2-TZVPD
Sc -0.0611 -0.5657 -0.0691
Cl 1.4672 -1.7119 -5.1358
Cl -1.3887 -1.7465 -4.0859
Cl -0.2500 0.7296 -5.0406
O -0.7794 -0.9013 2.0825
O -1.8516 0.3258 -0.5164
N 1.5224 -1.9978 0.6810
N 0.0533 2.4826 0.3073
N -0.0319 1.2626 0.9188
N -0.8149 -2.7795 -0.6244
N 0.8756 -0.2144 -1.8361
C 3.5260 -3.8477 1.2970
C -0.1194 1.2720 2.3203
C -1.5852 4.0372 -2.5113
C 0.1698 -5.0134 -0.8484
C 0.5334 5.9069 -1.8989
C -0.3829 1.1096 5.1655
C 0.0169 2.3832 3.1476
C -2.0686 -1.4760 2.3422
C 0.7292 -0.5343 -2.9282
C 1.4462 -3.2792 0.2470
C 2.3101 -5.5858 0.0970
C 0.4611 4.6812 -1.2184
C -0.4562 0.0960 3.0005
C -1.4713 5.2782 -3.1640
C -0.6058 3.7924 -1.4606
C 0.2187 -0.8211 -4.2842
C -2.5215 3.0387 -2.8509
C 2.4532 -4.2561 0.5294
C -0.7997 2.5848 -0.6889
C -2.5383 1.7784 -2.2663
C 3.5869 -2.5141 1.6972
C 1.1676 -5.9838 -0.5525
C 0.2725 -3.7106 -0.4322
C 2.6088 -1.6268 1.3132
C -0.4608 6.1877 -2.8541
C -0.1318 2.2986 4.5335
C -0.5625 -0.0590 4.3890
C -1.7550 1.5422 -1.0753
H -2.2051 5.4623 -3.9449
H -0.9638 -2.7124 -1.6257
H 4.2686 -4.5666 1.6770
H 1.3344 6.6536 -1.6749
H -2.0896 -2.5644 2.1323
H -0.4276 7.1084 -3.4388
H 1.2025 4.4331 -0.4982
H -2.8244 -0.9498 1.7611
H -0.8147 -5.3345 -1.1941
H -3.2584 3.2047 -3.6324
H 0.2074 3.3384 2.5878
H 4.4202 -2.1718 2.3317
H -1.7179 -3.1010 -0.2257
H 3.1538 -6.2551 0.3129
H 2.6630 -0.5647 1.5279
H -3.1895 0.9746 -2.6304
H -0.1031 3.2459 5.0708
H -2.3217 -1.3602 3.4127
H -0.5442 1.0600 6.2403
H 1.0312 -7.0422 -0.8177
H -0.6036 -1.0210 4.9017
```